No. 1
{"formula": "C8H6N2O2", "method": "wB97M-V/def2-TZVPD", "orbital_gap_ev": 8.914, "total_charge": 0, "largest_force_ev_per_a": 1.72, "smiles": "O=c1[nH]c2ccccc2nc1O", "de_lowest_kj_mol": 0.0, "homo_energy_ha": -0.3184, "symbols": ["O", "C", "N", "C", "C", "C", "C", "C", "C", "N", "C", "O", "H", "H", "H", "H", "H", "H"], "xyz": [[-1.614580, -2.119955, 1.628684], [-1.076379, -1.282902, 0.923187], [0.277672, -1.200169, 0.797801], [0.934086, -0.223260, 0.088180], [2.301485, -0.128270, 0.034008], [2.871752, 0.894841, -0.699196], [2.083803, 1.870525, -1.347399], [0.727641, 1.810098, -1.215823], [0.144548, 0.735120, -0.533159], [-1.254870, 0.696729, -0.518263], [-1.780729, -0.275526, 0.096199], [-3.076807, -0.295652, 0.306407], [0.873373, -1.878611, 1.311044], [2.968309, -0.824679, 0.588852], [3.966306, 0.966841, -0.706727], [2.547189, 2.625445, -1.961003], [0.110785, 2.525185, -1.699791], [-3.331728, -0.969000, 0.954143]], "atomic_forces_ev_per_a": [[-0.4891, 0.3547, -0.1668], [1.4372, -0.8110, -0.0992], [0.7691, -1.1714, 0.7899], [-0.8489, 0.4266, -0.0309], [1.6209, -0.1353, 0.2234], [0.4976, 0.4213, -0.0096], [0.9010, -0.6960, 0.4003], [0.2444, -0.8871, 0.0276], [-0.7316, 0.8500, -0.7426], [0.8053, -0.1292, -0.2133], [-0.2836, 0.1552, 1.6451], [-1.6216, 0.2464, -0.5170], [-0.9751, 0.6224, -0.4288], [-0.7018, 0.4247, -0.4857], [-0.4991, -0.0075, -0.1886], [0.1026, 0.1892, 0.0916], [-0.6272, 0.4183, -0.2212], [0.3998, -0.2712, -0.0741]], "mulliken_charge": [-0.6832, 0.5375, -0.0505, 0.4824, -0.7367, -0.4571, -0.5935, -0.3006, 0.5417, -0.6337, 0.3592, -0.5254, 0.2341, 0.2822, 0.3406, 0.3913, 0.4578, 0.3538]}

***

No. 2
{"formula": "C8H6N2O2", "method": "wB97M-V/def2-TZVPD", "orbital_gap_ev": [7.556, 7.445], "total_charge": 0, "largest_force_ev_per_a": 4.74, "smiles": "C#C[C@@]1(/N=C\\C(=O)N=O)CC1=C", "de_lowest_kj_mol": 1065.0, "homo_energy_ha": [-0.3342, -0.3310], "symbols": ["C", "C", "C", "N", "C", "C", "O", "N", "O", "C", "C", "C", "H", "H", "H", "H", "H", "H"], "xyz": [[0.599529, 2.052155, 1.380867], [-0.000298, 1.170670, 0.838110], [-0.486697, -0.016211, 0.182000], [0.297369, -1.032420, -0.321517], [1.525165, -1.346188, -0.386898], [2.873381, -0.535664, 0.041063], [3.673390, -1.036627, 0.797060], [2.527226, 0.549217, -0.421817], [1.889477, 1.047567, -1.296253], [-1.677102, -0.853273, 0.801410], [-1.862940, -0.061880, -0.418416], [-2.678078, 0.485147, -1.234565], [1.271215, 2.871096, 1.717098], [1.917554, -2.301153, -0.582490], [-2.220963, -0.533716, 1.750514], [-1.555438, -1.901751, 0.607558], [-3.706805, 0.231344, -1.463907], [-2.385978, 1.211681, -1.989810]], "atomic_forces_ev_per_a": [[1.1657, 1.4316, 0.3667], [0.2982, -0.3934, 0.1230], [-1.5157, 0.2055, 0.5525], [3.9478, -1.9529, -1.3741], [-2.5346, 1.6599, 1.4908], [0.4923, -3.9011, 2.0442], [0.4709, -0.1740, -0.2969], [-1.2925, 4.3098, -1.4776], [0.3938, 0.9053, -0.9072], [-1.6207, 1.1356, 0.5857], [1.1002, -0.9937, 2.4433], [-1.3360, 1.3835, -2.9943], [-1.2177, -1.1411, -0.2792], [0.0249, -1.4665, -0.5710], [1.0304, -0.3413, -1.3934], [0.1151, -0.3031, 0.4489], [-0.1373, -0.4323, 0.9602], [0.6154, 0.0682, 0.2784]], "mulliken_charge": [0.0995, -0.7523, 1.1572, -0.4241, -0.0898, 0.4865, -0.5956, 0.3114, -0.4128, -0.6928, -0.2259, -0.7628, 0.4000, 0.4257, 0.2586, 0.2963, 0.2686, 0.2522]}

***

No. 3
{"formula": "C8H6N2O2", "method": "wB97M-V/def2-TZVPD", "orbital_gap_ev": [7.221, 7.217], "total_charge": 0, "largest_force_ev_per_a": 5.09, "smiles": "C=c1ccccc1=C=O.N#[N+][O-]", "de_lowest_kj_mol": 531.0, "homo_energy_ha": [-0.2669, -0.2668], "symbols": ["C", "C", "C", "C", "C", "C", "C", "C", "O", "H", "H", "H", "H", "H", "H", "N", "N", "O"], "xyz": [[-0.128842, -1.626520, -2.340092], [-0.010246, -0.790572, -1.259542], [0.994682, 0.136298, -1.114959], [1.205970, 0.905844, -0.025348], [0.371252, 0.668857, 1.107839], [-0.681876, -0.100710, 0.960613], [-1.056164, -0.799395, -0.287318], [-2.205359, -1.481287, -0.304193], [-3.225018, -1.992059, -0.383439], [0.596668, -1.796977, -3.155555], [-1.021577, -2.248072, -2.417470], [1.689112, 0.034111, -1.965139], [2.190232, 1.448192, 0.057288], [0.572338, 1.106477, 2.114586], [-1.157284, -0.273169, 1.903535], [-5.206713, 0.246472, 1.594012], [-4.378294, 0.979579, 1.540935], [-3.600918, 1.831628, 1.553050]], "atomic_forces_ev_per_a": [[0.3297, -0.0107, 0.0741], [-2.5887, -3.0166, -3.1741], [3.1676, 1.4349, -0.4292], [2.2399, -0.2969, -0.7809], [0.8573, 1.5091, 0.9317], [-1.4977, -1.0849, 0.7776], [-0.5398, 0.7000, 2.7809], [1.5198, 1.0113, -0.4862], [-0.9286, -0.6050, 0.1187], [-0.3235, 0.6357, 0.6742], [0.2769, -0.0656, 0.0670], [0.0128, 0.7924, 0.6127], [-1.4410, -0.2606, -0.1201], [-0.0461, -0.3540, -1.1063], [-1.0372, -0.3975, 0.0615], [-0.7323, -1.3013, -0.1877], [-1.4250, -0.3685, 0.4038], [2.1557, 1.6781, -0.2176]], "mulliken_charge": [-1.2796, 1.0239, -0.3892, -0.4670, -0.4799, -0.3616, 0.2632, 0.2886, -0.3487, 0.2749, 0.1929, 0.2795, 0.2874, 0.3017, 0.4078, -0.3296, 0.8377, -0.5020]}

***

No. 4
{"formula": "C8H6N3O3", "method": "wB97M-V/def2-TZVPD", "orbital_gap_ev": [5.977, 5.966], "total_charge": 1, "largest_force_ev_per_a": 4.60, "smiles": "O=[N+]=C=[N+]=N[C@H]1C=CC=C/C1=C(\\[O-])O", "de_lowest_kj_mol": 29.4, "homo_energy_ha": [-0.4815, -0.4813], "symbols": ["O", "N", "C", "N", "N", "C", "C", "C", "C", "C", "C", "C", "O", "O", "H", "H", "H", "H", "H", "H"], "xyz": [[-0.483186, -0.554378, 4.126663], [0.127132, -0.145073, 3.218969], [0.458133, 0.244901, 2.139935], [1.205066, 1.036150, 1.441432], [1.305533, 1.399455, 0.315722], [0.454720, 0.902058, -0.840242], [1.384706, 0.228296, -1.761323], [1.347816, -1.163455, -1.882585], [0.323444, -1.903182, -1.333340], [-0.720810, -1.314499, -0.595247], [-0.644972, 0.046236, -0.384547], [-1.757841, 0.734015, 0.401451], [-2.611675, 0.092730, 0.954111], [-1.570351, 2.017853, 0.436791], [0.089479, 1.865212, -1.113216], [2.276510, 0.870926, -1.918141], [2.216593, -1.703071, -2.491833], [0.294889, -3.038380, -1.515860], [-1.462960, -2.041338, -0.086868], [-2.232226, 2.425545, 0.888129]], "atomic_forces_ev_per_a": [[0.1756, -0.4720, 0.3470], [-0.1574, 1.0999, -1.4562], [-1.3317, -1.8761, 1.4536], [1.3993, 0.9847, 1.1612], [1.9357, 1.0221, -0.2965], [-1.7474, -2.5402, -0.9458], [1.1091, -0.4211, 1.6745], [3.0402, 0.8609, -2.4659], [-0.9531, -2.1036, -0.1803], [-0.2625, -0.9381, 1.1098], [-1.2508, -0.1213, 0.2185], [0.1795, -2.8361, 0.1285], [0.0153, 0.6046, -0.2402], [3.0866, -0.2785, -2.1474], [-0.3541, 0.7219, -0.8247], [-0.5225, -0.8681, -0.7574], [-2.1188, 1.2713, 1.4526], [0.1715, 1.8991, 0.4515], [0.9226, 1.8533, -1.0092], [-3.3373, 2.1375, 2.3264]], "mulliken_charge": [-0.4830, 0.5723, 0.2720, 0.0592, -0.3988, 0.6897, -0.6911, -0.4147, -0.0928, -0.3588, 0.1199, 0.2721, -0.4951, -0.3801, 0.4894, 0.4066, 0.3095, 0.3679, 0.3858, 0.3701]}

***

No. 5
{"formula": "C8H6NO", "method": "wB97M-V/def2-TZVPD", "orbital_gap_ev": 7.528, "total_charge": 1, "largest_force_ev_per_a": 4.36, "de_lowest_kj_mol": 506.4, "homo_energy_ha": -0.4877, "symbols": ["C", "C", "C", "C", "C", "C", "C", "C", "N", "O", "H", "H", "H", "H", "H", "H"], "xyz": [[-2.310120, 0.388864, -0.076272], [-2.128430, -0.841865, 0.453032], [-1.221249, 1.225268, -0.464175], [-0.908511, -1.518602, 0.288955], [-0.038031, 0.538776, -0.122100], [0.205399, -0.774286, -0.106362], [2.470647, -0.451998, -0.067399], [3.320352, 0.509299, -0.016249], [-0.138080, 1.519162, 0.567041], [1.519783, -1.190504, -0.022229], [-3.308668, 0.881764, -0.271541], [-2.979523, -1.416653, 0.856331], [-1.271537, 1.864330, -1.377118], [-0.602208, -2.525930, 0.345828], [4.100126, 0.615737, -0.831391], [3.290047, 1.176638, 0.843652]], "atomic_forces_ev_per_a": [[-2.3736, 2.1603, 0.0616], [-1.6368, -1.2231, 0.2054], [-1.2405, 1.0605, -2.1982], [3.6819, 1.3427, -1.2386], [1.9376, -0.2737, -1.6463], [-2.0033, -2.5913, 0.2259], [0.4284, 1.3680, 0.1663], [0.9491, -0.4162, -1.3546], [-0.1570, 3.6749, 2.3481], [0.9041, -2.2325, 0.4569], [0.8350, -1.2578, 0.4979], [0.4881, 0.3840, -0.4526], [-0.0595, -0.3774, 1.0394], [-0.8957, -1.4935, 0.7881], [-1.0836, 0.0611, 0.9964], [0.2258, -0.1859, 0.1044]], "mulliken_charge": [-0.1670, -0.7984, -0.3834, -0.2519, 0.7352, 0.1183, 0.7264, -0.5868, -0.4438, -0.1930, 0.3568, 0.3814, 0.3996, 0.4990, 0.2838, 0.3239]}

***

No. 6
{"formula": "C8H6NO2", "method": "wB97M-V/def2-TZVPD", "orbital_gap_ev": 7.053, "total_charge": -1, "largest_force_ev_per_a": 4.85, "smiles": "[H]/N=C([O-])/C=C1/C=CC(=C=O)C1", "de_lowest_kj_mol": 110.2, "homo_energy_ha": -0.1376, "symbols": ["H", "N", "C", "O", "C", "C", "C", "C", "C", "C", "O", "C", "H", "H", "H", "H", "H"], "xyz": [[-2.224222, -2.717789, 0.999505], [-1.745689, -1.740271, 0.929047], [-1.897173, -1.234670, -0.240728], [-2.382904, -1.717341, -1.280754], [-1.300267, 0.128650, -0.376681], [-0.050622, 0.354333, -0.141690], [0.799942, 1.425509, -0.583020], [2.021650, 1.027755, -0.434182], [2.063533, -0.354131, 0.362928], [3.168433, -1.008952, 0.596540], [4.228210, -1.607651, 0.632268], [0.694429, -0.635028, 0.661123], [-2.036277, 0.869383, -0.816950], [0.542857, 2.352348, -1.191317], [2.961490, 1.342375, -0.796227], [0.472635, -0.527041, 1.721741], [0.421012, -1.716469, 0.602729]], "atomic_forces_ev_per_a": [[0.9597, 2.0323, -0.5446], [-1.2700, -2.6847, 2.4181], [-0.0540, 0.0874, -0.3255], [-0.6343, -0.1697, -0.9703], [-3.8281, 0.9809, -1.5377], [-0.6612, 0.1299, 0.7949], [-1.2861, 1.8649, -1.4428], [3.2774, -3.0560, 1.8547], [2.5455, 2.4556, -1.5668], [2.8540, -1.2942, -0.7235], [-3.0673, 1.6828, 0.2771], [-0.6194, -2.3461, 1.5213], [1.2577, -0.7143, 0.1604], [-0.0015, -1.4805, 1.0080], [0.6369, 0.9834, -0.3881], [-0.0998, 0.5644, 0.2353], [-0.0096, 0.9642, -0.7706]], "mulliken_charge": [0.1811, -0.7455, 0.3279, -0.7714, -0.2400, 0.7057, -1.0284, -0.4318, 0.2044, 0.4408, -0.5722, -0.7085, 0.2896, 0.2772, 0.4674, 0.2174, 0.3861]}